56
Properties=species:S:1:pos:R:3:forces:R:3:lowdin_charge:R:1 method="wB97M-V/def2-TZVPD" largest_force_ev_per_a=2.38 charge=+2 homo_energy_ev="-13.5398 / -13.5401" homo_lumo_gap_ha="0.1882 / 0.1882"
Pt 0.576276 -0.173619 -0.643396 0.06 2.15 -1.02 0.63
S 2.508273 -1.301400 0.293886 -1.21 -0.09 -0.91 0.67
C 2.849671 -0.114217 1.535693 -0.06 0.29 0.28 -0.69
C 3.550450 -0.553537 2.663306 -0.07 -0.02 -0.18 -0.10
C 3.852921 0.317318 3.695934 0.10 0.15 -0.08 -0.05
C 3.456139 1.648006 3.626796 0.05 0.01 0.04 -0.05
C 2.799476 2.110269 2.499402 0.06 0.20 -0.16 -0.09
C 2.500044 1.239276 1.457549 0.35 0.00 0.41 -0.55
S 1.928091 1.875380 -0.104548 -0.95 -1.88 -0.21 1.02
C 0.509094 2.960920 0.284905 0.00 -0.09 0.11 -0.31
C -0.747119 2.634091 -0.482575 0.01 0.31 -0.05 -0.33
C -1.838645 3.488389 -0.394973 0.04 0.01 -0.11 0.02
C -3.007763 3.142971 -1.046971 0.00 0.00 0.00 0.01
C -3.054660 1.979341 -1.806635 0.12 0.08 -0.04 0.03
C -1.916096 1.200170 -1.888504 -0.31 0.02 -0.17 -0.31
C -1.848614 -0.005137 -2.774467 -0.03 -0.19 0.06 -0.30
S -1.176791 -1.505288 -1.938123 1.66 0.52 0.65 1.01
C -0.147004 -2.196731 -3.200511 0.16 0.03 -0.11 -0.54
C -0.511575 -3.426825 -3.730898 -0.19 -0.22 -0.15 -0.08
C 0.235194 -3.978792 -4.757544 -0.03 0.01 -0.03 -0.04
C 1.327166 -3.283978 -5.272542 -0.24 0.00 0.05 -0.03
C 1.703495 -2.069115 -4.730337 -0.07 0.18 0.21 -0.08
C 0.999395 -1.528988 -3.647941 -0.23 -0.58 -0.12 -0.68
S 1.634474 -0.110205 -2.886946 -0.23 0.60 1.51 0.66
N -0.803737 1.530178 -1.223013 0.33 -1.10 0.50 -0.02
H 3.843156 -1.595019 2.712315 -0.04 -0.01 0.09 0.12
H 4.394734 -0.038809 4.561731 0.00 -0.03 -0.01 0.13
H 3.686383 2.334803 4.429596 -0.01 -0.02 0.01 0.12
H 2.551213 3.162217 2.415263 0.01 0.00 0.04 0.12
H 0.828819 3.975019 0.044731 0.00 0.03 0.06 0.11
H 0.313857 2.894828 1.355970 0.04 -0.02 0.01 0.10
H -1.777283 4.399150 0.185794 0.03 -0.01 0.00 0.14
H -3.881186 3.777256 -0.971117 0.01 0.00 0.00 0.13
H -3.954079 1.700489 -2.337698 0.02 -0.03 -0.01 0.14
H -1.201485 0.188334 -3.629862 0.04 0.00 0.01 0.10
H -2.841665 -0.281162 -3.123586 0.01 -0.03 -0.05 0.11
H -1.388738 -3.938636 -3.354390 0.02 -0.03 0.00 0.12
H -0.042500 -4.939714 -5.167241 -0.01 0.01 0.00 0.12
H 1.892704 -3.699109 -6.095312 0.03 -0.02 0.02 0.13
H 2.571286 -1.541035 -5.104746 0.03 -0.05 0.01 0.12
C 0.342558 -0.044642 3.854533 0.09 0.12 0.36 -0.05
O -0.171072 -0.887358 2.807660 0.02 0.19 -0.83 -0.26
P -0.736299 -0.399552 1.403774 0.06 -0.46 0.35 0.60
O -1.862571 -1.484391 1.154212 0.14 0.27 -0.18 -0.32
C -1.577396 -2.897551 1.093216 0.04 -0.30 0.07 -0.08
O -1.567870 0.917963 1.670612 0.38 -0.10 -0.34 -0.31
C -2.702829 0.938762 2.575229 -0.23 0.00 0.14 -0.03
H -0.248955 -0.237296 4.747653 -0.02 -0.02 -0.05 0.11
H 0.278327 1.013115 3.600619 -0.04 -0.04 -0.08 0.09
H 1.377526 -0.311304 4.044206 -0.09 -0.02 -0.07 0.08
H -2.472437 -3.376829 0.708836 0.00 0.05 -0.02 0.10
H -1.355664 -3.281145 2.086716 0.01 0.10 0.02 0.10
H -0.733552 -3.097863 0.429992 0.01 0.04 0.02 0.07
H -2.835528 1.973548 2.875917 0.04 -0.01 0.01 0.10
H -2.519388 0.311887 3.445396 0.05 0.02 0.00 0.10
H -3.588240 0.585545 2.052457 0.05 -0.02 -0.04 0.10

15
Properties=species:S:1:pos:R:3:forces:R:3:lowdin_charge:R:1 method="wB97M-V/def2-TZVPD" largest_force_ev_per_a=4.60 charge=+1 de_lowest_kj_mol=276.3 homo_energy_ev="-12.7874 / -12.7869" homo_lumo_gap_ha="0.2728 / 0.2728"
C 0.903389 0.432685 2.021569 0.33 -0.97 -3.00 -0.07
C -0.567875 -0.393300 0.246160 -3.28 -0.14 -3.23 -0.73
C -1.445620 -0.621516 -2.349073 -0.40 -1.85 -1.28 -0.24
N 2.144353 0.715967 2.192682 2.00 0.15 2.89 0.22
N -0.449571 0.156823 -1.615897 -1.88 0.46 3.83 -0.05
N 0.525030 0.152558 0.753787 2.44 2.16 -0.23 -0.01
S -1.682856 -1.283457 0.962006 0.47 0.39 -0.61 0.82
H 0.178297 0.365749 2.758829 -1.07 -0.24 1.65 0.14
H -1.448247 -0.175887 -3.370192 0.22 -0.61 0.43 0.09
H -1.205175 -1.736760 -2.375246 0.44 1.57 -0.24 0.10
H -2.535202 -0.714026 -2.118748 0.69 1.05 0.85 0.08
H 2.627433 0.739904 3.168509 -1.41 0.28 -2.40 0.22
H 2.750808 0.650595 1.383677 0.25 0.08 0.22 0.15
H -0.845469 1.174790 -1.605245 0.81 -2.10 0.42 0.12
H 1.050705 0.535875 -0.052817 0.40 -0.26 0.70 0.16

14
Properties=species:S:1:pos:R:3:forces:R:3:lowdin_charge:R:1 method="wB97M-V/def2-TZVPD" largest_force_ev_per_a=0.67 charge=0 de_lowest_kj_mol=286.1 homo_energy_ev=-9.4930 homo_lumo_gap_ha=0.3821
O 0.797826 -1.278284 -1.548068 0.20 0.40 0.21 0.07
C 1.571066 -0.551288 -0.983529 -0.29 -0.34 -0.50 -0.30
N 1.347436 0.161575 0.238087 0.09 -0.05 0.06 -0.03
C 0.312184 1.190787 0.312972 0.13 0.18 0.08 -0.21
C -1.193313 0.781467 0.237679 0.00 -0.09 -0.04 -0.19
C -1.394724 -0.660275 0.349442 -0.12 -0.59 0.06 -0.17
C -1.466952 -1.861210 0.360144 0.06 0.46 0.09 0.10
H 2.569475 -0.412976 -1.430349 0.09 0.20 0.25 0.12
H 1.266992 -0.487690 1.017939 -0.08 0.01 -0.26 0.12
H 0.499611 1.948123 -0.457042 0.07 -0.21 0.09 0.11
H 0.498355 1.683359 1.269780 -0.13 0.03 -0.08 0.11
H -1.735560 1.293644 1.044458 0.07 -0.06 -0.25 0.11
H -1.618398 1.119876 -0.716201 0.03 -0.10 0.21 0.11
H -1.453997 -2.927108 0.304690 -0.13 0.18 0.08 0.03